[1]
Computed, not measured: the molecule CH3ClFNO2S2 at a distorted geometry, with ωB97M-V with the def2-TZVPD basis set.

XYZ file:
```
11
Properties=species:S:1:pos:R:3:forces:R:3:mulliken_charge:R:1
N -1.660 0.569 -0.849 -0.780 -0.832 -1.847 -0.385
S -0.988 -0.593 0.043 -0.864 -0.927 -0.502 1.071
O -0.727 -0.266 1.386 0.117 1.411 1.524 -0.546
O -1.897 -1.656 -0.213 0.150 -1.203 -0.569 -0.605
S 0.873 -1.145 -0.681 1.271 0.877 1.342 -0.097
C 1.854 0.073 0.666 0.564 -0.379 -4.255 -0.010
F 3.201 0.031 0.429 -0.707 -0.467 -0.010 -0.210
Cl 1.349 1.674 0.085 0.104 -0.075 1.196 -0.116
H -1.637 1.576 -0.788 0.508 -0.264 0.146 0.239
H -2.077 0.076 -1.699 0.613 1.566 1.663 0.266
H 1.709 -0.340 1.621 -0.977 0.295 1.312 0.393
```
Positions in Å, forces in eV/Å.

* molecular weight: 179.63 g/mol
* F_max: 0.0838 Eh/bohr
* LUMO energy: -0.0013 Ha
* ΔE to the lowest compared entry with this formula, charge and spin: 52.5 kJ/mol
* SMILES: NS(=O)(=O)S[C@@H](F)Cl
* E: -1601.509036 Ha
* gap between HOMO and LUMO: 9.95 eV



[2]
Computed, not measured: a cluster of 2 separate species, CH3ClFOP in total at a distorted geometry, with ωB97M-V with the def2-TZVPD basis set.

XYZ file:
```
8
Properties=species:S:1:pos:R:3:forces:R:3:mulliken_charge:R:1
C 0.250 0.167 1.153 0.357 1.755 -0.195 -0.544
O -0.031 2.317 -0.654 -0.366 0.321 -0.116 -0.568
F 0.899 -0.563 -2.712 -0.627 0.678 0.114 -0.403
P 0.598 1.653 0.483 0.118 -1.896 -0.006 0.737
Cl 2.469 2.272 0.799 -0.133 -0.070 0.256 -0.156
H 0.856 -0.168 1.969 0.297 -0.117 0.211 0.262
H -0.755 -0.201 1.075 -0.258 -0.087 -0.205 0.272
H 0.270 0.130 -2.617 0.612 -0.584 -0.059 0.401
```
Positions in Å, forces in eV/Å.

* molecular weight: 116.46 g/mol
* F_max: 0.0369 Eh/bohr
* LUMO energy: -0.0224 Ha
* ΔE to the lowest compared entry with this formula, charge and spin: 302.2 kJ/mol
* E: -1016.547520 Ha
* gap between HOMO and LUMO: 9.24 eV



[3]
Computed, not measured: a structure of composition CH3ClHfNO2 at a distorted geometry, with ωB97M-V with the def2-TZVPD basis set.

XYZ file:
```
9
Properties=species:S:1:pos:R:3:forces:R:3:mulliken_charge:R:1
Hf -8.154 5.041 1.383 -0.230 0.166 0.064 1.994
Cl -4.374 1.889 -0.218 0.156 -0.095 -0.035 0.234
C 1.263 -1.406 -0.256 0.660 1.109 -0.454 -0.614
N 2.473 -0.536 -0.055 -1.711 -2.091 0.034 0.873
O 3.080 -0.144 -1.008 0.804 0.681 1.044 -0.255
O 2.699 -0.256 1.135 0.859 0.571 -1.312 -0.214
H 0.733 -0.804 -0.993 -0.659 0.047 0.184 0.318
H 0.819 -1.416 0.740 -0.456 -0.325 0.004 0.352
H 1.461 -2.368 -0.729 0.575 -0.062 0.469 0.313
```
Positions in Å, forces in eV/Å.

* total charge: +3
* molecular weight: 274.98 g/mol
* F_max: 0.0526 Eh/bohr
* LUMO energy: -0.6286 Ha
* ΔE to the lowest compared entry with this formula, charge and spin: 237.4 kJ/mol
* E: -751.505247 Ha
* gap between HOMO and LUMO: 1.93 eV



[4]
Computed, not measured: a cluster of 2 separate species, CH3ClN2 in total at a distorted geometry, with ωB97M-V with the def2-TZVPD basis set.

XYZ file:
```
7
Properties=species:S:1:pos:R:3:forces:R:3:mulliken_charge:R:1
C -0.822 0.823 0.267 -0.852 -1.789 0.010 -0.610
N 1.132 -1.470 -0.384 1.081 1.330 -0.360 0.037
N 1.616 -0.685 -1.105 -0.373 -0.384 0.300 -0.242
Cl -0.879 -0.692 1.083 -0.746 1.305 0.047 -0.101
H -0.160 1.548 0.594 1.128 1.065 0.846 0.364
H -1.234 0.878 -0.714 -0.318 -0.187 -0.368 0.347
H 1.135 -2.453 -0.622 0.081 -1.340 -0.475 0.206
```
Positions in Å, forces in eV/Å.

* molecular weight: 78.50 g/mol
* F_max: 0.0385 Eh/bohr
* LUMO energy (alpha / beta): 0.0211 / 0.0022 Ha
* ΔE to the lowest compared entry with this formula, charge and spin: 470.3 kJ/mol
* E: -609.453561 Ha
* gap between HOMO and LUMO (alpha / beta): 8.95 / 8.22 eV